Molecular formula: C28H32N6O3
Method: DFT, wB97M-V/def2-TZVPD

Properties
Total charge: 0
Energy above the lowest of the compared OMol25 structures with the same formula, charge and spin (eV): 0.0000
SMILES: [H]/N=c1/c(C(=O)NCCc2ccccc2)cc2c(=O)n3cc(C)ccc3nc2n1CCCN1CCOCC1
Frontier orbital gap (eV): 7.432
E_tot (eV): -44640.0382
E_LUMO (hartree): -0.0194
Highest occupied orbital energy (eV): -7.96
2S+1: 1

Positions of all 69 atoms, in Å:
H 1.584967 0.829347 -2.406278
N 1.112826 1.655163 -2.065279
C -0.042994 1.496176 -1.550169
C -0.775175 2.628407 -1.009551
C -0.192652 4.003167 -0.866536
O -0.792938 4.864009 -0.243776
N 0.997261 4.211118 -1.462439
C 1.845218 5.294935 -1.034870
C 2.939738 4.775469 -0.079822
C 2.324575 3.832591 0.916980
C 2.504111 2.461087 0.793613
C 1.859833 1.584496 1.648582
C 1.018198 2.070288 2.633353
C 0.840511 3.436569 2.770569
C 1.492060 4.311001 1.920835
C -2.019655 2.453874 -0.494594
C -2.634854 1.181762 -0.453022
C -3.948179 1.014583 0.087937
O -4.685907 1.873863 0.519629
N -4.398807 -0.355080 0.094795
C -5.639732 -0.606106 0.593960
C -6.161860 -1.859471 0.657318
C -7.526533 -2.118679 1.207941
C -5.362924 -2.930269 0.180634
C -4.123508 -2.689878 -0.320677
C -3.601898 -1.370593 -0.379521
N -2.404168 -1.174619 -0.874979
C -1.917392 0.076317 -0.925947
N -0.682677 0.245498 -1.465784
C 0.021979 -0.944270 -1.915367
C 1.011868 -1.429428 -0.854738
C 1.734954 -2.696154 -1.308601
N 2.879480 -2.986312 -0.464131
C 3.784584 -3.944843 -1.077070
C 5.014326 -4.114249 -0.185060
O 4.658136 -4.560443 1.101212
C 3.764042 -3.653579 1.700261
C 2.503771 -3.467294 0.855418
H 1.428022 3.378006 -1.867298
H 1.203110 6.014090 -0.520852
H 2.300450 5.775876 -1.905489
H 3.704002 4.251605 -0.657188
H 3.404991 5.625052 0.423163
H 3.149287 2.075609 0.016690
H 2.012772 0.519056 1.544379
H 0.503332 1.386713 3.293361
H 0.183937 3.821404 3.536600
H 1.338294 5.374487 2.025518
H -2.547089 3.303734 -0.086797
H -6.162404 0.278358 0.931444
H -8.148725 -2.605144 0.458229
H -7.464671 -2.781582 2.069840
H -8.003457 -1.191818 1.512345
H -5.753949 -3.935674 0.222007
H -3.488039 -3.476296 -0.692361
H 0.528362 -0.729801 -2.861218
H -0.731181 -1.712727 -2.093007
H 0.453237 -1.613814 0.063783
H 1.756617 -0.658323 -0.650574
H 1.023301 -3.540313 -1.344472
H 2.115057 -2.538090 -2.322426
H 4.095635 -3.566132 -2.053061
H 3.300041 -4.928089 -1.215527
H 5.688651 -4.866978 -0.596797
H 5.539224 -3.149818 -0.113172
H 3.514418 -4.068325 2.678339
H 4.254363 -2.676965 1.829865
H 1.858793 -2.733409 1.338806
H 1.963059 -4.429170 0.791028

Forces on the atoms, in the same order (eV/Å):
-0.2 -0.1 0.1
0.6 -0.2 -0.4
-0.2 -0.1 0.0
-0.7 0.0 0.4
0.1 0.1 -0.3
-0.2 0.1 0.2
0.2 0.1 -0.2
0.0 0.2 0.1
-0.2 0.0 -0.1
0.2 0.0 0.1
0.1 0.1 0.1
0.0 -0.1 0.0
-0.1 -0.1 0.1
-0.1 0.0 0.1
0.1 -0.1 0.0
0.4 0.1 -0.2
0.1 -0.4 -0.1
0.2 0.3 -0.1
0.0 0.0 0.0
0.4 -0.4 -0.2
-0.8 -0.3 0.3
0.2 0.5 0.0
0.0 0.0 0.0
0.4 0.2 -0.1
-0.4 -0.2 0.1
0.0 0.2 0.0
0.4 -0.1 -0.1
-1.0 0.2 0.4
0.1 0.0 -0.1
0.3 -0.3 0.0
0.0 -0.1 -0.3
0.0 0.3 0.1
0.0 -0.1 -0.1
0.3 0.0 0.2
0.0 0.0 -0.4
0.0 -0.2 0.1
-0.4 0.1 0.1
0.3 0.0 0.2
-0.1 0.1 0.0
0.1 0.0 -0.1
-0.1 0.1 0.1
0.1 0.0 0.0
0.1 0.0 0.0
0.0 0.0 -0.1
0.0 -0.1 0.0
0.0 0.0 0.1
-0.1 0.0 0.1
0.0 0.1 0.0
0.0 0.1 0.0
0.0 0.0 0.0
-0.1 0.0 0.0
-0.1 0.0 0.1
-0.1 0.0 0.0
0.0 -0.1 0.0
0.1 0.0 0.0
-0.1 0.0 0.1
0.2 0.1 -0.1
0.0 0.0 0.1
0.0 0.0 0.1
0.0 0.0 -0.1
0.0 -0.1 0.0
0.0 0.0 0.0
0.0 0.0 0.0
0.0 0.1 0.0
0.0 -0.1 0.0
0.0 0.1 0.0
-0.1 -0.1 0.0
0.0 0.0 0.1
0.0 0.1 0.0

Results of the Löwdin charge analysis, in e, for atoms 1 through 5: 0.0549, 0.1384, -0.2875, -0.0309, -0.4611



Molecular formula: C15H30BCdFNO3
Method: DFT, wB97M-V/def2-TZVPD

Properties
Total charge: +1
Frontier orbital gap (eV): 2.646
E_tot (eV): -31619.3822
E_LUMO (hartree): -0.3035
Highest occupied orbital energy (eV): -10.91
2S+1: 1

Positions of all 52 atoms, in Å:
C -3.728646 -2.268758 -0.590140
C -2.759609 -1.309296 0.113712
B -1.138292 -1.376291 -0.441948
C -1.170343 -0.627973 -1.889377
C 0.119643 -0.653334 -2.663703
F 1.187258 -0.238213 -1.909466
C -0.280211 -0.615162 0.765166
C -0.764454 0.818512 0.973104
C 0.343267 1.794158 0.585242
C -0.028098 3.225602 0.935118
N 1.041000 4.105000 0.428095
C 0.678269 4.734282 -0.839805
C 1.314844 5.111854 1.451524
C 2.696120 5.094866 1.991794
O 0.471013 5.867509 1.818731
C -0.632498 -2.941815 -0.543723
C 0.846398 -3.288946 -0.530970
C 1.450969 -3.387156 0.878617
C 2.540637 -4.415297 0.896629
O 2.425544 -5.491252 1.396369
O 3.701673 -4.008677 0.304368
H -3.443120 -2.448282 -1.617097
H -4.735475 -1.884900 -0.566810
H -3.777460 -3.295292 -0.105786
H -3.145833 -0.328909 -0.108931
H -2.784415 -1.449604 1.184957
H -1.919285 -1.087155 -2.526447
H -1.480661 0.401410 -1.760011
H 0.321006 -1.624815 -3.095494
H 0.046249 0.023712 -3.502954
H 0.785160 -0.676288 0.603696
H -0.494586 -1.154582 1.682172
H -1.624277 1.067427 0.366374
H -1.039367 0.954549 2.007949
H 1.272416 1.504431 1.043417
H 0.410444 1.761823 -0.488878
H -0.959659 3.438898 0.425301
H -0.171193 3.361832 1.993838
H -0.104584 4.196774 -1.350219
H 1.530226 4.758171 -1.499731
H 0.340468 5.753826 -0.701595
H 3.342067 4.547559 1.329092
H 2.736312 4.591958 2.943185
H 3.085305 6.091032 2.088573
H -1.071080 -3.405889 -1.460694
H -1.072088 -3.434790 0.383920
H 0.959206 -4.266897 -0.987047
H 1.434597 -2.612666 -1.131216
H 0.720943 -3.550024 1.652794
H 1.917213 -2.440784 1.095740
H 3.564983 -3.972089 -0.645450
Cd -2.957997 -4.950050 -0.381983

Forces on the atoms, in the same order (eV/Å):
1.3 0.2 0.5
-0.2 -0.4 -0.4
-1.4 0.5 -0.7
0.3 -0.9 0.2
-0.7 0.1 -0.7
0.6 0.0 0.5
-0.7 -0.7 1.3
0.6 0.1 -0.4
-0.9 -0.1 0.1
0.6 -0.2 -0.6
-0.7 0.0 0.7
0.5 0.2 -0.1
0.3 -0.3 -0.4
0.5 -0.2 -0.5
-0.6 0.5 0.2
0.7 -0.3 0.2
-0.2 -1.2 0.5
0.4 0.8 -0.4
-0.3 -0.4 0.4
0.1 -0.1 0.1
0.2 -0.2 0.0
-0.1 0.1 -0.6
-0.5 -0.3 0.2
-0.8 1.2 0.3
0.2 0.6 -0.1
-0.2 0.0 0.4
-0.3 0.0 -0.3
-0.2 0.3 0.3
0.3 -0.5 0.1
0.0 0.3 -0.4
0.3 -0.1 -0.5
0.2 -0.2 0.3
-0.4 0.1 -0.1
-0.3 0.0 0.4
0.5 0.0 0.1
0.6 -0.1 -0.5
-0.5 0.3 0.1
-0.1 0.0 0.4
-0.3 -0.3 -0.1
0.4 0.0 -0.3
-0.3 0.3 0.1
0.3 -0.3 -0.3
-0.1 -0.1 0.5
0.0 0.5 0.3
-0.2 0.5 -0.1
-0.1 0.5 -0.2
0.1 -0.3 -0.3
-0.1 0.5 -0.3
-0.3 -0.5 0.2
0.2 0.4 0.3
0.2 0.2 -0.3
1.3 -0.5 -0.2

Results of the Löwdin charge analysis, in e, for atoms 1 through 5: -0.1745, -0.1378, -0.5880, -0.0871, -0.2226



Molecular formula: C25H28F2IrN3O3Si2
Method: DFT, wB97M-V/def2-TZVPD

Properties
Total charge: -1
Frontier orbital gap (alpha / beta) (eV): 6.179 / 6.138
E_tot (eV): -61024.0133
E_LUMO (alpha / beta) (hartree): 0.0599 / 0.0595
Highest occupied orbital energy (alpha / beta) (eV): -4.55 / -4.52
2S+1: 2

Positions of all 64 atoms, in Å:
Ir -0.163956 -0.824777 0.074508
N 1.628544 -1.161177 1.865708
C 2.485844 -2.293477 1.574408
C 1.846644 -3.298577 0.603308
O 2.360944 -4.409577 0.490908
N 0.813844 -2.836377 -0.101092
C 0.288844 -3.701877 -1.101492
C -1.287256 -3.550877 -1.188992
O -1.906656 -4.564777 -1.461092
O -1.686256 -2.387277 -1.018692
H 2.164044 -0.348177 2.145308
H 0.967044 -1.384477 2.603708
H 2.790344 -2.850377 2.473808
H 3.394944 -1.940477 1.077408
H 0.579644 -4.746777 -0.943392
H 0.607344 -3.393777 -2.104692
F -2.616256 -3.918277 3.717508
C -2.249356 -2.635777 3.425508
C -1.681056 -2.340377 2.185908
C -1.246156 -1.069077 1.915408
C -1.338756 -0.013077 2.882508
C -2.037756 -0.365977 4.068808
F -2.325856 0.582223 5.017408
C -2.464756 -1.637677 4.361408
C -0.719156 1.238423 2.622608
C -0.715456 2.363823 3.484108
C -0.064156 3.511223 3.133608
C 0.592844 3.579623 1.879108
C 0.548644 2.465223 1.079308
N -0.041556 1.327323 1.417008
H -1.621056 -3.141977 1.465408
H -2.958056 -1.841977 5.299408
H -1.228756 2.321623 4.430608
H -0.058956 4.364323 3.797508
H 1.086744 4.479723 1.546008
H 1.012744 2.476023 0.101608
C 2.410744 -1.403977 -2.636892
Si 1.607544 -0.127977 -1.419592
C 3.176644 0.600323 -0.525292
C 0.904944 1.268323 -2.547992
C 1.713044 1.855323 -3.512792
C 1.229144 2.856123 -4.335392
C -0.082356 3.276923 -4.193492
C -0.895356 2.687123 -3.240192
C -0.423156 1.678523 -2.409592
Si -1.597656 0.784623 -1.144092
C -2.923256 0.009023 -2.318692
C -2.546156 2.229523 -0.256492
H 3.295544 -0.978277 -3.099492
H 1.732744 -1.696877 -3.431392
H 2.717044 -2.300477 -2.108492
H 3.745444 1.233723 -1.201792
H 3.826044 -0.207677 -0.202692
H 2.911944 1.190623 0.344008
H 2.734644 1.520423 -3.625992
H 1.867244 3.303523 -5.085792
H -0.474356 4.059423 -4.829492
H -1.923056 3.008423 -3.140492
H -3.456956 0.775423 -2.874392
H -3.643956 -0.569077 -1.754892
H -2.459156 -0.666577 -3.027192
H -3.265156 2.685323 -0.929892
H -1.857356 2.999523 0.071308
H -3.082556 1.876123 0.616808

Forces on the atoms, in the same order (eV/Å):
-0.5 1.5 1.4
-0.2 0.2 0.2
0.2 -0.6 -0.1
-0.2 0.8 -0.1
0.4 -0.4 0.2
0.1 0.7 0.3
-1.5 -0.2 -0.5
3.6 -2.3 0.0
-1.2 -0.1 -0.2
-0.7 3.4 1.1
-0.1 0.0 -0.1
0.2 0.1 0.0
0.0 0.1 -0.2
-0.1 0.0 0.1
-0.2 0.3 0.0
0.3 0.0 0.0
0.1 0.9 -0.1
0.2 -0.1 -0.6
-0.9 -1.1 1.2
0.2 0.7 -0.9
-1.3 -2.4 0.7
0.5 0.7 -0.5
0.2 -0.3 -0.2
-0.2 -0.3 0.2
1.2 1.6 -1.3
-0.3 -0.8 0.0
0.8 0.4 -1.4
-0.7 0.1 1.2
0.4 0.0 -0.5
-1.1 -1.6 0.6
0.1 0.0 -0.2
0.0 0.0 0.0
0.0 -0.1 0.0
0.0 0.0 0.0
0.0 0.0 0.0
0.0 0.0 -0.1
-0.3 0.6 0.5
-0.1 -0.4 -1.0
-0.8 -0.3 -0.3
0.5 -0.5 0.6
0.0 0.2 -0.1
0.1 0.0 -0.1
-0.2 0.1 -0.1
-0.2 0.1 0.0
-0.2 -0.4 0.7
0.2 -0.2 -1.5
0.6 0.0 0.8
0.6 -0.8 0.1
0.3 0.2 -0.1
-0.2 0.0 -0.1
0.0 -0.2 0.2
0.1 0.1 -0.2
0.1 -0.2 0.0
0.0 0.2 0.3
0.2 0.0 0.0
0.0 0.0 -0.1
0.0 0.1 -0.1
-0.2 0.1 -0.1
0.0 0.3 0.0
-0.2 -0.2 0.2
0.2 -0.1 -0.1
-0.1 -0.1 -0.3
0.2 0.2 0.1
-0.2 -0.1 0.2

Results of the Löwdin charge analysis, in e, for atoms 1 through 5: 1.1232, -0.0201, -0.1714, -0.5793, -0.0144



Molecular formula: C31H22BrN4O5Sn
Method: DFT, wB97M-V/def2-TZVPD

Properties
Total charge: +1
Energy above the lowest of the compared OMol25 structures with the same formula, charge and spin (eV): 0.5244
Frontier orbital gap (eV): 6.705
E_tot (eV): -124571.5908
E_LUMO (hartree): -0.1565
Highest occupied orbital energy (eV): -10.96
2S+1: 1

Positions of all 64 atoms, in Å:
Sn -0.337056 -1.006858 -0.095301
C 0.174234 3.548630 -2.482327
C 0.127352 2.093481 -2.238804
N -0.968749 1.557151 -1.433871
C -1.804944 2.333848 -0.863299
C -1.767613 3.790530 -1.034196
C -0.728001 4.331338 -1.909182
C -2.648289 4.540621 -0.380624
C -3.653899 3.992813 0.499594
C -3.768666 2.686912 0.750939
C -2.854714 1.742760 0.106705
N -2.765727 0.491635 0.335152
C -3.677480 -0.207385 1.153766
C -5.052195 -0.128622 1.032416
C -5.931619 -0.869481 1.838269
C -5.426407 -1.724893 2.758051
C -4.016155 -1.911158 2.880932
C -3.471484 -2.807878 3.835403
C -2.126770 -2.978707 3.891558
C -1.315262 -2.263743 2.970589
N -1.776973 -1.377316 2.101460
C -3.132627 -1.200155 2.058104
H 0.952198 3.920162 -3.121869
H 0.044850 1.540855 -3.187976
H -0.678510 5.397347 -2.041092
H -2.667516 5.629937 -0.498435
H -4.342774 4.686085 0.969172
H -4.524354 2.322469 1.429900
H -5.448537 0.513536 0.230409
H -6.992806 -0.756688 1.696125
H -6.094775 -2.273781 3.417575
H -4.157335 -3.332490 4.492294
H -1.659054 -3.636095 4.596907
H -0.260499 -2.492649 2.919361
O 2.233148 -4.136219 1.122420
C 1.769442 -3.162500 0.574930
O 0.882819 -2.336433 1.074432
C 2.242563 -2.844048 -0.812302
C 3.407415 -3.423116 -1.295574
C 3.838029 -3.070380 -2.555032
C 3.071490 -2.219465 -3.322515
C 1.880169 -1.717804 -2.781186
N 1.505322 -2.018280 -1.531661
H 3.936833 -4.122211 -0.664331
H 4.775492 -3.457073 -2.958483
H 3.312713 -1.948634 -4.344043
H 1.235307 -1.023390 -3.333547
O 0.350061 0.638368 1.639732
H 1.018461 0.100097 2.074765
H -0.446031 0.581581 2.199612
Br 3.775258 -0.878578 2.313574
C 4.269501 -0.086773 0.650460
C 5.557842 -0.171119 0.170731
C 5.834108 0.328147 -1.108780
C 4.842449 0.912224 -1.878262
C 3.553011 1.020803 -1.347363
C 3.284181 0.569260 -0.074934
C 2.430736 1.496910 -2.223173
O 2.487045 1.599833 -3.422520
O 1.287696 1.704335 -1.537369
H 6.301988 -0.666611 0.751385
H 6.823232 0.261494 -1.498530
H 5.013181 1.277127 -2.870236
H 2.278691 0.640244 0.310096

Forces on the atoms, in the same order (eV/Å):
-0.3 -0.4 0.0
-0.6 0.1 0.3
-1.0 -0.6 -0.8
0.0 0.2 0.5
0.0 -0.2 0.3
0.5 -0.2 -0.4
0.0 0.1 0.2
-0.6 1.2 0.1
-0.3 0.1 0.1
0.0 -0.2 -0.2
0.6 0.4 -0.3
-0.3 -0.5 0.2
-0.1 -0.7 0.3
0.4 0.7 -0.9
0.2 0.1 -0.3
0.3 -0.3 0.5
-0.5 -0.2 0.3
-0.3 0.2 -0.2
0.3 0.5 -0.5
-0.3 -0.2 0.1
0.0 -0.7 0.4
-0.2 1.1 -0.5
0.2 0.1 -0.2
0.4 0.2 0.1
-0.1 0.3 0.0
0.2 -0.4 0.0
0.1 0.0 0.0
0.1 -0.1 0.0
0.1 -0.3 0.5
-0.2 0.0 0.0
0.2 0.0 -0.1
0.1 0.0 0.0
0.1 -0.2 0.2
0.1 0.2 0.0
-0.3 0.3 0.3
0.3 -0.4 0.2
-0.2 0.3 -0.1
0.5 -0.4 -0.2
-0.1 0.0 0.4
0.6 -0.2 -0.4
-1.3 0.6 -0.2
0.4 -0.1 0.0
-0.2 0.7 -0.5
0.0 0.0 0.0
-0.3 0.0 0.2
0.2 0.0 0.2
0.3 -0.4 0.1
-0.5 -0.1 -0.4
0.4 -0.2 0.5
0.3 0.0 -0.1
0.2 0.2 -0.2
-0.4 0.3 0.2
-0.3 0.0 -0.7
-0.5 0.2 0.4
-0.5 -0.1 0.6
0.0 0.2 -0.5
-0.2 -0.6 0.3
0.2 -0.3 -0.4
0.2 0.1 0.2
0.7 -0.5 0.9
0.5 -0.2 0.2
0.6 -0.1 -0.2
0.2 0.1 -0.4
0.0 0.1 0.1

Results of the Löwdin charge analysis, in e, for atoms 1 through 5: 1.4858, 0.0218, -0.3223, 0.1257, -0.1189